{
  "formula": "C47H53As2Br2IN4O2Ti",
  "method": "the ωB97M-V functional and the def2-TZVPD basis",
  "multiplicity": 1,
  "energy_ev": -352620.1782,
  "e_lumo_ha": [-0.2421, -0.2421],
  "homo_ev": [-12.94, -12.94],
  "orbital_gap_ev": [6.35, 6.35],
  "charge": 2,
  "de_lowest_ev": 0.990,
  "species": ["Ti", "C", "C", "N", "N", "C", "O", "C", "C", "C", "C", "C", "C", "C", "C", "C", "C", "C", "N", "H", "H", "H", "H", "H", "H", "H", "H", "H", "H", "H", "H", "C", "As", "C", "C", "C", "C", "C", "C", "C", "As", "C", "C", "H", "H", "H", "H", "H", "H", "H", "H", "H", "H", "H", "H", "H", "H", "H", "H", "Br", "C", "C", "C", "C", "C", "C", "I", "H", "H", "H", "H", "Br", "C", "C", "C", "C", "N", "C", "H", "H", "H", "H", "C", "C", "C", "C", "C", "C", "C", "C", "C", "C", "C", "C", "O", "H", "H", "H", "H", "H", "H", "H", "H", "H", "H", "H", "H", "H", "H", "H", "H", "H"],
  "coordinates": [[-0.0124, -0.8566, 0.0184], [-4.2256, -0.3046, -1.3107], [-2.8117, -0.7191, -1.2187], [-2.1682, -0.7586, -0.0954], [-2.7841, -0.5336, 1.0836], [-1.9310, -0.7660, 2.0194], [-0.6991, -1.1292, 1.7248], [-2.3335, -0.7685, 3.3962], [-3.4512, -0.0789, 3.8392], [-3.8048, -0.1192, 5.1711], [-3.1044, -0.9333, 6.0549], [-2.0960, -1.7496, 5.5310], [-1.6775, -1.6810, 4.2121], [-2.1213, -1.4165, -2.3192], [-2.7067, -1.7418, -3.5050], [-2.0518, -2.6280, -4.3600], [-0.8791, -3.1901, -3.9273], [-0.3111, -2.7519, -2.7351], [-0.9214, -1.8902, -1.9371], [-4.1541, 0.5860, -1.8935], [-4.9140, -0.9769, -1.7872], [-4.5570, 0.0785, -0.3472], [-4.0786, 0.4084, 3.1250], [-4.7202, 0.3828, 5.4082], [-3.3940, -0.9493, 7.0297], [-1.5924, -2.4240, 6.2148], [-0.8688, -2.2813, 3.8224], [-3.6896, -1.3242, -3.7750], [-2.5187, -3.0113, -5.2615], [-0.4725, -3.9469, -4.5831], [0.6084, -3.1759, -2.4406], [3.7993, 0.1435, 2.2378], [1.8887, 0.5253, 1.8764], [1.1290, 0.2490, 3.6367], [1.9449, 2.5035, 1.9406], [3.0639, 3.2718, 2.3202], [3.0050, 4.6118, 2.4441], [1.7897, 5.3114, 2.1162], [0.7454, 4.5505, 1.6790], [0.7763, 3.1682, 1.6366], [-0.8565, 2.2243, 1.1251], [-2.0607, 2.9359, 2.4356], [-1.5546, 3.3783, -0.2534], [3.9965, 0.5001, 3.2702], [4.3008, 0.6526, 1.4477], [3.9416, -0.9202, 2.1430], [1.7411, 0.7885, 4.3591], [1.1212, -0.8610, 3.7139], [0.0948, 0.6002, 3.7110], [3.9919, 2.7331, 2.5379], [3.8583, 5.2020, 2.6961], [1.6958, 6.3646, 2.2241], [-0.1794, 5.1045, 1.5058], [-2.1566, 4.0279, 2.3315], [-1.7330, 2.6149, 3.4431], [-3.0491, 2.4568, 2.2374], [-1.1702, 4.3582, -0.0184], [-2.6343, 3.3322, -0.2946], [-1.1981, 3.1072, -1.2681], [-4.3958, 3.6519, -2.9381], [-3.4713, 4.7318, -4.1922], [-3.8840, 6.0300, -4.3625], [-3.2114, 6.8683, -5.2550], [-2.0587, 6.3681, -5.8887], [-1.7373, 5.0204, -5.7496], [-2.4801, 4.1781, -4.9692], [-1.9301, 2.1540, -4.8502], [-4.7474, 6.4078, -3.7920], [-3.5839, 7.8393, -5.3840], [-1.4217, 6.9582, -6.5820], [-0.8144, 4.6263, -6.1340], [2.3079, -0.2683, -5.3274], [2.0900, 0.5817, -3.7122], [2.5320, 1.8582, -3.4906], [2.2394, 2.3958, -2.2101], [1.4138, 1.7312, -1.3598], [0.8538, 0.5118, -1.6102], [1.2522, -0.0374, -2.7794], [3.1073, 2.3551, -4.2981], [2.7337, 3.2776, -1.8880], [1.1872, 2.1674, -0.3754], [0.8771, -1.0222, -2.9874], [0.1530, -6.0928, 1.2489], [-0.1486, -4.6100, 1.5112], [-1.1563, -4.1086, 0.4833], [1.2142, -3.9806, 1.6451], [2.0582, -4.4025, 2.7094], [3.4059, -4.2629, 2.6795], [4.0224, -3.6933, 1.6040], [3.3140, -3.0529, 0.6381], [4.0299, -2.5137, -0.6084], [4.0000, -1.0021, -0.6585], [3.6134, -3.2254, -1.8972], [1.8847, -3.0873, 0.7658], [1.1471, -2.1957, 0.0474], [-0.7473, -6.6629, 1.3176], [0.8966, -6.5229, 1.9127], [0.5165, -6.1590, 0.2224], [-0.6841, -4.4987, 2.4593], [-0.8221, -4.3113, -0.5514], [-1.4579, -3.0507, 0.5707], [-2.0907, -4.6733, 0.6452], [1.5859, -5.0245, 3.4898], [4.0188, -4.6625, 3.4542], [5.0723, -3.8722, 1.4198], [5.0637, -2.8597, -0.4177], [4.2960, -0.7004, -1.6686], [4.7031, -0.4343, -0.0119], [2.9639, -0.6724, -0.5660], [2.5933, -2.9848, -2.1952], [3.5727, -4.3374, -1.7522], [4.2739, -3.0150, -2.7502]]
}